DFT (ωB97M-V/def2-TZVPD) results for a structure of composition C51H67N3O6S3Si2Sr in a non-equilibrium geometry.

Properties
Energy above the lowest of the compared OMol25 structures with the same formula, charge and spin ... 22.1 kcal per mole
Charge ... -2
Total energy ... -4404.003761 a.u.
HOMO level ... -1.88 eV

CARTESIAN COORDINATES (ANGSTROEM)
Sr (0.60235, -0.40660, -0.00013)
C (-3.71478, 1.36731, -2.21866)
C (-2.31699, 1.27902, -1.63758)
N (-1.90950, 0.20872, -1.03796)
N (-2.86108, -0.81362, -1.01184)
C (-2.97363, -1.46765, 0.09953)
S (-2.19211, -1.30209, 1.59648)
S (-4.31275, -2.71952, -0.04845)
C (-5.74968, -1.60750, 0.18631)
C (-5.71842, -0.79668, 1.45083)
C (-5.28913, 0.52607, 1.42343)
C (-5.21586, 1.27489, 2.59233)
C (-5.57411, 0.70461, 3.80651)
C (-5.99636, -0.62111, 3.84446)
C (-6.06626, -1.36302, 2.67493)
C (-1.47160, 2.49439, -1.74771)
C (-2.07494, 3.69264, -2.15408)
C (-1.38321, 4.88616, -2.27445)
C (-0.01480, 4.89333, -1.98998)
C (0.61270, 3.73740, -1.58224)
C (-0.08230, 2.50962, -1.42250)
O (0.54457, 1.47238, -0.98806)
H (-4.38306, 1.92219, -1.55174)
H (-4.10752, 0.36288, -2.34355)
H (-3.69631, 1.87328, -3.18240)
H (-6.60730, -2.28224, 0.17499)
H (-5.78181, -0.95615, -0.68642)
H (-4.97169, 0.95827, 0.47905)
H (-4.85017, 2.29504, 2.55252)
H (-5.50925, 1.28315, 4.72179)
H (-6.24955, -1.08208, 4.79312)
H (-6.36503, -2.40726, 2.70761)
H (-3.13628, 3.69738, -2.36907)
H (-1.89668, 5.79228, -2.57704)
H (0.55669, 5.81227, -2.08401)
H (1.67282, 3.72580, -1.35414)
C (-0.72559, 2.84532, 2.24055)
C (0.59942, 2.35614, 2.81477)
C (0.74965, 2.81865, 4.26225)
C (1.76863, 2.86535, 1.97433)
O (0.55331, 0.92213, 2.72342)
Si (1.31215, -0.28950, 3.57198)
S (1.16286, -1.99607, 2.47316)
O (0.74064, -0.37034, 5.13766)
C (-0.45014, -0.89206, 5.73428)
C (-0.56822, -2.40267, 5.54050)
C (-0.32017, -0.58111, 7.22189)
C (-1.67821, -0.19530, 5.15957)
O (2.85837, 0.29441, 3.82169)
C (3.86358, -0.10206, 4.75948)
C (5.20236, 0.27322, 4.14054)
C (3.83203, -1.60836, 5.03143)
C (3.66422, 0.66789, 6.06596)
H (-0.76317, 3.93924, 2.23220)
H (-1.55382, 2.45560, 2.84193)
H (-0.84895, 2.47942, 1.21708)
H (0.71341, 3.91004, 4.30545)
H (1.70090, 2.47610, 4.67763)
H (-0.05618, 2.41036, 4.87806)
H (1.81365, 3.95851, 1.99850)
H (1.65351, 2.54061, 0.93555)
H (2.70486, 2.45704, 2.36663)
H (0.31005, -2.90702, 5.95811)
H (-0.62549, -2.64529, 4.47885)
H (-1.46988, -2.77153, 6.04319)
H (0.55725, -1.09143, 7.63283)
H (-1.21086, -0.91278, 7.76574)
H (-0.19328, 0.49660, 7.36722)
H (-1.76174, -0.37458, 4.08451)
H (-1.61655, 0.88535, 5.32275)
H (-2.58642, -0.57285, 5.63844)
H (5.36596, -0.29829, 3.22365)
H (6.01769, 0.06936, 4.84160)
H (5.21024, 1.33704, 3.88555)
H (3.85492, -2.16114, 4.08975)
H (2.91421, -1.88394, 5.55749)
H (4.69446, -1.89367, 5.64130)
H (3.76392, 1.74327, 5.88566)
H (4.41091, 0.36465, 6.80718)
H (2.66384, 0.47040, 6.45547)
C (5.16290, 0.90081, 0.43491)
Si (4.49264, -0.60073, -0.51452)
C (5.94394, -1.23672, -1.56991)
C (4.27524, -1.91024, 0.80085)
N (3.09433, -0.36756, -1.45012)
C (3.17860, 0.33583, -2.62015)
C (4.26157, 1.21064, -2.93924)
C (4.45081, 1.80406, -4.17669)
C (3.56982, 1.54578, -5.21643)
C (2.47099, 0.73795, -4.94440)
C (2.23964, 0.21094, -3.68396)
O (1.13315, -0.61156, -3.46112)
C (-0.05119, -0.35233, -4.09904)
C (-0.84789, -1.45063, -4.39733)
C (-2.05631, -1.28283, -5.05909)
C (-2.47988, -0.01730, -5.44087)
C (-1.69023, 1.08049, -5.11560)
C (-0.48995, 0.92382, -4.44064)
H (4.55239, 1.06765, 1.33380)
H (5.12519, 1.82559, -0.15169)
H (6.19903, 0.74578, 0.75762)
H (6.89887, -1.15377, -1.03419)
H (6.02988, -0.68041, -2.51192)
H (5.78998, -2.29512, -1.82387)
H (3.60410, -2.71902, 0.48844)
H (5.25125, -2.34851, 1.05431)
H (3.84479, -1.48754, 1.71493)
H (4.98115, 1.41085, -2.15502)
H (5.30616, 2.45476, -4.33097)
H (3.71624, 1.96233, -6.20522)
H (1.77050, 0.51189, -5.73771)
H (-0.50854, -2.43837, -4.10663)
H (-2.66501, -2.15314, -5.27733)
H (-3.41967, 0.11461, -5.96486)
H (-2.01532, 2.08227, -5.37473)
H (0.10104, 1.78970, -4.16948)
C (-0.80737, -4.27092, 0.00803)
C (-0.15098, -3.51701, -1.10875)
O (0.06965, -2.32454, -1.03580)
C (0.27566, -4.23048, -2.34689)
C (1.41123, -3.75721, -3.00270)
C (1.82917, -4.36620, -4.17614)
C (1.10444, -5.42966, -4.70309)
C (-0.04009, -5.88646, -4.05739)
C (-0.44881, -5.29370, -2.87051)
H (-0.47419, -3.84581, 0.95829)
H (-0.59491, -5.33918, -0.04480)
H (-1.88878, -4.11041, -0.04004)
H (1.93333, -2.89500, -2.59248)
H (2.71015, -3.99666, -4.68913)
H (1.42696, -5.90124, -5.62498)
H (-0.61500, -6.70179, -4.48070)
H (-1.35228, -5.63030, -2.37152)